{
  "formula": "C74H91F7N8",
  "method": "ωB97M-V/def2-TZVPD",
  "species": ["C", "C", "C", "C", "N", "H", "H", "H", "H", "H", "H", "H", "C", "C", "C", "C", "N", "H", "H", "H", "H", "H", "H", "H", "C", "C", "C", "C", "N", "H", "H", "H", "H", "H", "H", "H", "C", "C", "C", "C", "N", "H", "H", "H", "H", "H", "H", "H", "C", "C", "C", "C", "N", "H", "H", "H", "H", "H", "H", "H", "C", "C", "C", "C", "N", "H", "H", "H", "H", "H", "H", "H", "C", "C", "C", "C", "N", "H", "H", "H", "H", "H", "H", "H", "C", "C", "C", "C", "N", "H", "H", "H", "H", "H", "H", "H", "F", "C", "C", "C", "C", "C", "C", "H", "H", "H", "H", "H", "F", "C", "C", "C", "C", "C", "C", "H", "H", "H", "H", "H", "F", "C", "C", "C", "C", "C", "C", "H", "H", "H", "H", "H", "F", "C", "C", "C", "C", "C", "C", "H", "H", "H", "H", "H", "F", "C", "C", "C", "C", "C", "C", "H", "H", "H", "H", "H", "F", "C", "C", "C", "C", "C", "C", "H", "H", "H", "H", "H", "F", "C", "C", "C", "C", "C", "C", "H", "H", "H", "H", "H"],
  "positions_angstrom": [[2.217, 3.063, 6.124], [0.788, 2.779, 6.773], [-0.295, 3.872, 6.665], [0.146, 5.116, 7.185], [0.464, 6.137, 7.639], [2.720, 3.961, 6.483], [2.175, 3.176, 5.041], [2.946, 2.295, 6.382], [0.979, 2.582, 7.828], [0.261, 1.889, 6.428], [-1.175, 3.514, 7.199], [-0.472, 4.037, 5.602], [-10.416, -7.479, -1.985], [-8.873, -7.341, -2.283], [-8.375, -5.980, -1.864], [-6.874, -6.077, -1.886], [-5.722, -6.083, -1.924], [-10.711, -8.528, -1.940], [-11.028, -6.891, -2.668], [-10.710, -7.057, -1.024], [-8.660, -7.655, -3.305], [-8.340, -8.079, -1.684], [-8.680, -5.743, -0.844], [-8.738, -5.150, -2.469], [-3.604, 7.356, -1.760], [-2.263, 6.591, -1.655], [-2.323, 5.364, -2.507], [-2.826, 5.541, -3.878], [-3.229, 5.694, -4.931], [-3.753, 7.710, -2.780], [-3.682, 8.224, -1.104], [-4.456, 6.720, -1.522], [-1.994, 6.411, -0.614], [-1.463, 7.230, -2.029], [-2.978, 4.575, -2.140], [-1.311, 4.971, -2.611], [-2.741, -8.237, 2.576], [-2.938, -9.666, 2.060], [-1.673, -10.123, 1.290], [-1.814, -11.410, 0.583], [-1.979, -12.424, 0.030], [-1.938, -8.176, 3.311], [-3.633, -7.907, 3.108], [-2.617, -7.518, 1.766], [-3.860, -9.649, 1.479], [-3.084, -10.381, 2.871], [-0.868, -10.293, 2.005], [-1.381, -9.375, 0.554], [3.704, -7.562, -3.952], [3.916, -8.950, -4.326], [5.426, -9.293, -4.220], [6.374, -8.519, -5.083], [7.112, -7.903, -5.708], [4.214, -7.204, -3.058], [2.625, -7.433, -3.870], [4.031, -6.947, -4.790], [3.401, -9.122, -5.271], [3.442, -9.497, -3.511], [5.587, -10.329, -4.517], [5.788, -9.204, -3.196], [4.070, 8.493, 3.930], [2.853, 8.167, 2.998], [3.208, 7.752, 1.577], [4.200, 8.569, 0.805], [4.921, 9.227, 0.178], [4.642, 7.608, 4.207], [3.763, 8.855, 4.911], [4.662, 9.315, 3.527], [2.205, 9.041, 3.057], [2.318, 7.325, 3.437], [2.325, 7.651, 0.946], [3.502, 6.703, 1.619], [8.093, 7.217, -4.523], [7.109, 7.210, -5.673], [5.725, 7.726, -5.234], [4.910, 6.751, -4.424], [4.320, 5.936, -3.819], [7.912, 6.375, -3.854], [8.088, 8.182, -4.017], [9.133, 7.098, -4.828], [7.073, 6.213, -6.112], [7.435, 7.889, -6.461], [5.109, 7.861, -6.123], [5.883, 8.673, -4.718], [2.013, -4.523, 7.128], [1.620, -3.627, 5.918], [2.544, -3.641, 4.729], [2.712, -4.988, 4.165], [2.851, -6.078, 3.817], [2.991, -4.263, 7.533], [2.017, -5.560, 6.793], [1.237, -4.490, 7.893], [1.362, -2.625, 6.263], [0.640, -4.021, 5.649], [3.564, -3.373, 5.003], [2.423, -2.951, 3.893], [-3.763, 7.252, 3.675], [-4.975, 6.683, 4.036], [-5.837, 7.391, 4.813], [-7.053, 6.897, 5.239], [-7.360, 5.584, 4.872], [-6.503, 4.824, 4.052], [-5.312, 5.375, 3.600], [-5.493, 8.386, 5.055], [-7.741, 7.455, 5.858], [-8.242, 5.144, 5.313], [-6.806, 3.817, 3.809], [-4.646, 4.755, 3.018], [8.169, 2.848, 4.826], [7.637, 2.786, 3.567], [7.536, 3.945, 2.817], [6.990, 3.871, 1.541], [6.635, 2.662, 1.022], [6.666, 1.507, 1.777], [7.158, 1.583, 3.070], [7.782, 4.886, 3.286], [6.932, 4.807, 1.006], [6.243, 2.586, 0.019], [6.343, 0.587, 1.314], [7.184, 0.718, 3.717], [-11.645, -0.011, -1.442], [-10.289, -0.097, -1.689], [-9.343, -0.247, -0.672], [-7.989, -0.305, -0.995], [-7.626, -0.301, -2.349], [-8.532, -0.060, -3.371], [-9.889, 0.088, -3.012], [-9.664, -0.425, 0.344], [-7.202, -0.470, -0.273], [-6.573, -0.479, -2.509], [-8.207, -0.011, -4.399], [-10.693, 0.348, -3.685], [6.578, -0.099, -5.314], [6.948, -0.475, -6.523], [7.512, 0.487, -7.341], [8.009, 0.084, -8.554], [7.934, -1.272, -8.941], [7.276, -2.189, -8.166], [6.750, -1.836, -6.913], [7.713, 1.513, -7.071], [8.483, 0.802, -9.207], [8.311, -1.498, -9.927], [7.105, -3.191, -8.532], [6.157, -2.523, -6.327], [-5.196, -0.750, 5.124], [-4.584, -1.024, 6.281], [-4.671, -0.078, 7.323], [-4.146, -0.398, 8.565], [-3.443, -1.623, 8.733], [-3.374, -2.533, 7.720], [-3.928, -2.264, 6.486], [-5.113, 0.898, 7.187], [-4.129, 0.333, 9.360], [-2.959, -1.813, 9.680], [-2.855, -3.480, 7.754], [-3.832, -2.942, 5.651], [-0.445, 1.366, 1.275], [-0.070, 0.314, 0.533], [-0.757, -0.895, 0.659], [-0.351, -1.993, -0.066], [0.733, -1.876, -0.900], [1.370, -0.640, -1.125], [0.924, 0.508, -0.399], [-1.598, -0.959, 1.334], [-0.799, -2.971, 0.021], [1.047, -2.757, -1.439], [2.191, -0.471, -1.806], [1.341, 1.504, -0.421], [-0.771, -0.179, -6.037], [-0.162, -1.160, -6.743], [0.672, -0.733, -7.830], [1.384, -1.687, -8.599], [1.160, -3.040, -8.319], [0.311, -3.471, -7.247], [-0.324, -2.495, -6.402], [0.715, 0.341, -7.940], [2.038, -1.441, -9.423], [1.555, -3.783, -8.996], [0.121, -4.521, -7.081], [-0.996, -2.789, -5.610]],
  "de_lowest_kcal_mol": 40.6,
  "largest_force_ev_per_a": 3.279
}